Entry 1:
This record from OMol25 describes 8 unconnected molecules or ions with the total composition C23H65N13O11 at a distorted geometry. The level of theory is ωB97M-V/def2-TZVPD.

Summary:
E_LUMO ... -0.0030 hartree
Gap between HOMO and LUMO ... 0.3118 Eh
DFT total energy ... -2454.5629 a.u.
Energy relative to the best compared isomer or geometry (same formula, charge and spin) ... 874.9 kJ/mol
Max |F| ... 9.23 eV/Å

Atoms and positions in Å:
C: 5.467 8.100 7.457
O: 5.270 7.839 6.067
C: 6.395 7.414 5.283
C: 5.905 6.537 4.081
N: 5.638 7.271 2.851
C: 6.715 7.059 1.891
C: 6.562 8.101 0.736
O: 6.873 9.424 1.286
C: 6.336 10.428 0.448
H: 4.474 8.294 7.861
H: 6.131 8.927 7.708
H: 5.867 7.212 7.947
H: 6.939 6.891 6.070
H: 7.181 8.108 4.985
H: 4.947 6.052 4.268
H: 6.552 5.663 4.015
H: 5.477 8.268 2.850
H: 6.552 6.042 1.535
H: 7.685 7.239 2.355
H: 5.548 8.092 0.337
H: 7.271 8.095 -0.092
H: 7.050 10.961 -0.181
H: 5.722 11.093 1.056
H: 5.557 10.074 -0.228
C: 1.711 -13.585 1.335
O: 1.133 -12.476 1.992
C: -0.193 -12.129 1.565
C: -0.134 -10.981 0.487
N: -1.366 -10.505 0.049
C: -1.299 -9.200 -0.467
C: -1.385 -8.003 0.571
O: -2.483 -8.319 1.378
C: -2.563 -7.355 2.398
H: 1.096 -14.475 1.468
H: 2.602 -13.883 1.888
H: 1.854 -13.482 0.259
H: -0.853 -11.888 2.399
H: -0.742 -12.982 1.165
H: 0.469 -11.382 -0.328
H: 0.516 -10.153 0.766
H: -1.946 -10.216 0.823
H: -2.168 -9.044 -1.107
H: -0.427 -9.174 -1.121
H: -1.535 -7.109 -0.035
H: -0.480 -8.229 1.135
H: -2.914 -6.442 1.916
H: -1.661 -7.359 3.009
H: -3.381 -7.540 3.094
C: -7.904 0.491 0.323
O: -7.929 -0.180 -0.967
C: -6.642 -0.469 -1.520
C: -6.851 -0.897 -3.000
N: -5.622 -1.417 -3.606
C: -5.610 -2.847 -3.632
C: -4.347 -3.252 -4.421
O: -3.163 -2.751 -3.769
C: -2.022 -3.214 -4.353
H: -7.516 1.506 0.411
H: -7.427 0.025 1.185
H: -8.937 0.355 0.645
H: -6.218 -1.285 -0.934
H: -6.032 0.429 -1.421
H: -6.943 0.085 -3.464
H: -7.739 -1.515 -3.129
H: -5.598 -1.143 -4.578
H: -6.516 -3.287 -4.049
H: -5.499 -3.264 -2.631
H: -4.482 -2.800 -5.404
H: -4.366 -4.338 -4.513
H: -1.308 -3.115 -3.535
H: -1.737 -2.629 -5.228
H: -1.887 -4.280 -4.540
N: -0.702 0.420 -0.323
C: 0.024 0.601 0.786
N: -0.049 1.835 1.111
O: 0.515 -0.290 1.408
H: -0.662 -0.524 -0.679
H: -1.370 1.051 -0.742
H: 0.587 2.197 1.807
H: -0.715 2.485 0.718
N: -1.902 9.502 1.463
C: -2.215 8.947 0.313
N: -3.024 9.705 -0.417
O: -1.957 7.760 -0.001
H: -1.318 9.191 2.227
H: -2.145 10.480 1.531
H: -3.413 9.288 -1.251
H: -3.060 10.695 -0.222
N: -5.241 4.586 -7.143
C: -4.496 4.961 -6.175
N: -3.768 4.001 -5.733
O: -4.355 6.115 -5.708
H: -5.321 3.593 -7.306
H: -5.955 5.156 -7.574
H: -3.066 4.376 -5.112
H: -3.982 3.015 -5.766
N: 3.778 -5.987 4.442
C: 4.082 -7.144 4.992
N: 5.092 -7.689 4.446
O: 3.520 -7.590 5.988
H: 3.104 -5.470 4.989
H: 4.303 -5.513 3.721
H: 5.397 -7.166 3.637
H: 5.742 -8.341 4.861
N: 2.345 4.314 -3.766
C: 3.179 3.727 -4.585
N: 3.266 2.579 -4.118
O: 3.594 4.094 -5.682
H: 2.220 4.126 -2.781
H: 2.014 5.156 -4.214
H: 3.704 1.982 -4.805
H: 2.582 2.292 -3.434

Löwdin atomic charge list, values in e, 4 entries: C -0.11; O -0.21; C -0.19; C -0.19



Entry 2:
This record from OMol25 describes a gas-phase ion, C18H24NO (charge +1). The level of theory is ωB97M-V/def2-TZVPD.

Summary:
E_LUMO ... -0.0856 hartree
Gap between HOMO and LUMO ... 0.3510 Eh
Total charge ... +1
DFT total energy ... -830.0718 a.u.
Energy relative to the best compared isomer or geometry (same formula, charge and spin) ... 5.2 kJ/mol
Max |F| ... 0.75 eV/Å

Atoms and positions in Å:
C: -3.317 -3.322 -0.770
C: -3.519 -1.936 -0.249
C: -4.746 -1.560 0.288
C: -4.945 -0.284 0.780
C: -3.922 0.648 0.746
C: -2.700 0.281 0.209
O: -1.626 1.186 0.200
C: -1.773 2.310 -0.673
C: -0.662 3.321 -0.404
C: 0.734 2.924 -0.899
C: 1.466 1.925 -0.007
N: 0.897 0.566 -0.138
C: 1.483 -0.432 0.798
C: 2.927 -0.691 0.459
C: 3.243 -1.430 -0.677
C: 4.564 -1.652 -1.019
C: 5.580 -1.139 -0.229
C: 5.272 -0.405 0.904
C: 3.950 -0.178 1.246
C: -2.496 -0.998 -0.287
H: -3.387 -4.041 0.045
H: -2.346 -3.433 -1.247
H: -4.091 -3.572 -1.493
H: -5.550 -2.279 0.319
H: -5.900 -0.009 1.198
H: -4.067 1.641 1.141
H: -2.743 2.779 -0.492
H: -1.749 1.968 -1.717
H: -0.950 4.244 -0.907
H: -0.629 3.526 0.667
H: 1.343 3.828 -0.935
H: 0.671 2.539 -1.919
H: 1.374 2.227 1.038
H: 2.526 1.889 -0.266
H: 1.050 0.237 -1.097
H: -0.161 0.667 0.026
H: 1.383 -0.047 1.814
H: 0.900 -1.352 0.717
H: 2.455 -1.850 -1.287
H: 4.801 -2.231 -1.898
H: 6.610 -1.317 -0.493
H: 6.061 -0.010 1.524
H: 3.713 0.389 2.134
H: -1.536 -1.269 -0.708

Löwdin atomic charge list, values in e, 4 entries: C -0.04; C -0.26; C -0.03; C -0.05



Entry 3:
This record from OMol25 describes a molecular structure, C14H30NO10P2PbSSe. The level of theory is ωB97M-V/def2-TZVPD.

Summary:
E_LUMO ... -0.1308 hartree
Gap between HOMO and LUMO ... 0.3295 Eh
Total charge ... +1
DFT total energy ... -5033.6877 a.u.
Energy relative to the best compared isomer or geometry (same formula, charge and spin) ... 60.3 kJ/mol
Max |F| ... 0.66 eV/Å

Atoms and positions in Å:
Pb: -1.351 0.853 -2.502
C: 3.293 3.597 0.337
C: 2.880 2.854 -0.911
C: 1.536 3.315 -1.441
O: 2.894 1.434 -0.547
P: 2.064 0.194 -0.986
O: 1.072 0.425 -2.070
C: 1.298 -0.347 0.581
P: -0.494 -0.478 0.573
O: -1.131 0.609 -0.241
O: -0.693 -1.918 0.000
C: -1.829 -2.845 0.203
C: -3.155 -2.130 0.089
C: -1.640 -3.585 1.507
O: -1.058 -0.501 2.018
C: -0.770 0.299 3.216
C: 0.450 -0.234 3.937
C: -0.696 1.767 2.856
O: 3.185 -0.837 -1.323
C: 3.104 -2.196 -1.871
C: 2.826 -3.189 -0.761
C: 2.116 -2.303 -3.013
H: 3.423 4.654 0.106
H: 4.233 3.207 0.726
H: 2.524 3.504 1.109
H: 3.647 2.962 -1.677
H: 0.732 3.021 -0.759
H: 1.329 2.910 -2.430
H: 1.545 4.402 -1.508
H: 1.606 0.381 1.330
H: 1.700 -1.317 0.869
H: -1.710 -3.538 -0.628
H: -3.271 -1.368 0.866
H: -3.957 -2.859 0.204
H: -3.267 -1.658 -0.886
H: -1.817 -2.932 2.362
H: -0.634 -4.002 1.575
H: -2.354 -4.408 1.549
H: -1.650 0.122 3.828
H: 1.380 0.090 3.470
H: 0.431 -1.324 3.971
H: 0.447 0.135 4.962
H: 0.156 1.976 2.202
H: -0.570 2.353 3.767
H: -1.608 2.091 2.354
H: 4.112 -2.347 -2.247
H: 1.800 -3.097 -0.395
H: 3.524 -3.062 0.068
H: 2.943 -4.199 -1.153
H: 1.090 -2.189 -2.656
H: 2.214 -3.291 -3.460
H: 2.308 -1.552 -3.779
O: -6.288 0.233 -1.604
Se: -4.920 1.020 -1.438
O: -4.406 1.524 -0.008
O: -3.694 0.433 -2.372
O: -5.230 2.625 -2.355
S: -4.656 4.000 -1.713
C: -3.011 3.625 -1.858
N: -2.003 3.093 -2.042

Löwdin atomic charge list, values in e, 4 entries: Pb 1.53; C -0.04; C -0.39; C -0.06



Entry 4:
This record from OMol25 describes a gas-phase ion, C10H16N3S (charge +1) at a distorted geometry. The level of theory is ωB97M-V/def2-TZVPD.

Summary:
E_LUMO ... -0.1198 hartree
Gap between HOMO and LUMO ... 0.2654 Eh
Total charge ... +1
DFT total energy ... -952.6901 a.u.
Energy relative to the best compared isomer or geometry (same formula, charge and spin) ... 306.7 kJ/mol
Max |F| ... 3.69 eV/Å

Atoms and positions in Å:
C: 1.472 -0.282 0.458
C: 2.360 0.642 -0.125
C: 0.269 0.332 0.387
C: 2.084 -1.627 0.620
C: 3.712 0.118 -0.206
C: -3.310 -0.835 -0.842
C: -3.516 0.233 0.245
C: -1.762 -1.100 -0.752
C: -2.725 -0.163 1.482
C: -0.395 2.748 -0.107
N: 1.803 1.837 -0.315
N: 0.490 1.605 0.033
N: 3.440 -1.312 0.033
S: -1.318 -0.858 0.997
H: 2.289 -1.837 1.669
H: 1.627 -2.471 -0.074
H: 3.982 0.335 -1.223
H: 4.473 0.403 0.465
H: -3.814 -1.854 -0.791
H: -3.604 -0.416 -1.809
H: -3.157 1.191 0.000
H: -4.601 0.424 0.442
H: -1.684 -2.214 -0.994
H: -1.100 -0.529 -1.404
H: -2.899 0.075 2.540
H: 0.112 3.417 -0.732
H: -1.368 2.454 -0.519
H: -0.541 3.236 0.899
H: 4.184 -1.740 0.510
H: 3.495 -1.813 -0.885

Löwdin atomic charge list, values in e, 4 entries: C -0.22; C -0.27; C -0.26; C -0.04



Entry 5:
This record from OMol25 describes 3 unconnected molecules or ions with the total composition C3H12O2S at a distorted geometry. The level of theory is ωB97M-V/def2-TZVPD.

Summary:
E_LUMO ... 0.0313 hartree
Gap between HOMO and LUMO ... 0.3458 Eh
DFT total energy ... -670.1437 a.u.
Energy relative to the best compared isomer or geometry (same formula, charge and spin) ... 52.5 kJ/mol
Max |F| ... 1.33 eV/Å

Atoms and positions in Å:
C: 1.609 0.268 -1.328
C: 0.320 0.851 -1.881
S: -0.989 1.049 -0.568
C: -1.764 2.580 -1.164
H: 1.542 -0.818 -1.248
H: 1.799 0.651 -0.331
H: 2.433 0.507 -1.992
H: -0.157 0.248 -2.639
H: 0.455 1.854 -2.248
H: -1.125 3.438 -1.024
H: -2.069 2.455 -2.204
H: -2.694 2.622 -0.621
O: -0.652 -5.664 3.380
H: -0.782 -5.590 4.338
H: -1.467 -5.249 3.057
O: 1.089 -0.108 2.175
H: 1.973 0.270 2.184
H: 0.481 0.637 2.114

Löwdin atomic charge list, values in e, 4 entries: C -0.17; C -0.51; S 0.77; C -0.43



Entry 6:
This record from OMol25 describes C12H10BrF3N2 in the gas phase at a distorted geometry. The level of theory is ωB97M-V/def2-TZVPD.

Summary:
E_LUMO ... -0.0235 hartree
Gap between HOMO and LUMO ... 0.3332 Eh
DFT total energy ... -3446.4273 a.u.
Max |F| ... 2.25 eV/Å

Atoms and positions in Å:
C: 4.970 0.223 0.455
C: 3.432 0.344 0.356
C: 2.682 -1.009 0.214
Br: 3.573 -2.332 -0.918
C: 1.208 -0.765 -0.159
C: 0.679 -1.043 -1.472
N: -0.570 -0.880 -1.863
C: -1.313 -0.356 -0.839
C: -2.710 -0.101 -1.098
C: -3.524 0.455 -0.155
C: -5.006 0.717 -0.411
F: -5.480 -0.151 -1.338
F: -5.258 1.958 -0.877
F: -5.700 0.543 0.737
C: -3.018 0.814 1.161
C: -1.706 0.550 1.427
C: -0.835 -0.034 0.446
N: 0.464 -0.265 0.804
H: 5.392 1.197 0.770
H: 5.378 -0.042 -0.532
H: 5.292 -0.492 1.235
H: 3.053 0.799 1.293
H: 3.115 1.033 -0.449
H: 2.638 -1.450 1.226
H: 1.382 -1.428 -2.223
H: -3.147 -0.349 -2.072
H: -3.711 1.258 1.880
H: -1.278 0.810 2.403

Löwdin atomic charge list, values in e, 4 entries: C -0.14; C -0.28; C -0.63; Br 0.73



Entry 7:
This record from OMol25 describes a molecular structure, C30H32AsCl2CoNO3P at a distorted geometry. The level of theory is ωB97M-V/def2-TZVPD.

Summary:
E_LUMO (alpha / beta) ... -0.1700 / -0.3182 hartree
Gap between HOMO and LUMO (alpha / beta) ... 0.3365 / 0.1989 Eh
Total charge ... +2
Multiplicity ... 5
DFT total energy ... -6322.6601 a.u.
Energy relative to the best compared isomer or geometry (same formula, charge and spin) ... 27.8 kJ/mol
Max |F| ... 1.44 eV/Å

Atoms and positions in Å:
Co: -0.455 0.587 0.821
O: 0.837 -0.960 0.870
C: 0.996 -1.004 -0.386
O: 0.413 -0.176 -1.125
H: 1.647 -1.773 -0.818
C: -4.370 0.169 -1.071
C: -2.875 0.160 -0.980
N: -2.181 -0.203 -2.046
O: -2.309 0.495 0.087
H: -4.693 1.008 -1.690
H: -4.798 0.275 -0.079
H: -4.736 -0.750 -1.528
H: -2.638 -0.510 -2.888
H: -1.167 -0.266 -1.984
Cl: 1.270 -0.396 4.259
C: -0.303 -1.047 3.810
Cl: -1.324 0.198 3.035
H: -0.826 -1.375 4.700
H: -0.159 -1.847 3.094
C: -0.826 4.037 0.923
C: -0.202 5.427 0.910
As: -1.381 6.971 1.361
C: -0.167 8.459 1.067
C: 0.280 9.237 2.128
C: 1.201 10.248 1.896
C: 1.668 10.477 0.610
C: 1.218 9.696 -0.448
C: 0.295 8.687 -0.230
C: -2.765 7.126 0.036
C: -3.558 6.027 -0.318
C: -4.552 6.179 -1.265
C: -4.791 7.430 -1.829
C: -4.036 8.533 -1.445
C: -3.047 8.394 -0.490
P: 0.451 2.713 0.675
C: 1.142 3.006 -0.970
C: 2.314 2.327 -1.313
C: 2.852 2.465 -2.580
C: 2.217 3.262 -3.522
C: 1.032 3.908 -3.201
C: 0.490 3.776 -1.932
C: 1.705 3.169 1.908
C: 2.965 3.674 1.592
C: 3.845 4.009 2.611
C: 3.474 3.859 3.939
C: 2.211 3.376 4.257
C: 1.334 3.024 3.247
H: -1.582 3.903 0.147
H: -1.300 3.831 1.885
H: 0.223 5.677 -0.063
H: 0.597 5.485 1.652
H: -0.088 9.063 3.131
H: 1.550 10.856 2.720
H: 2.379 11.271 0.429
H: 1.580 9.875 -1.451
H: -0.058 8.088 -1.061
H: -3.405 5.064 0.151
H: -5.160 5.332 -1.550
H: -5.590 7.550 -2.549
H: -4.234 9.506 -1.874
H: -2.484 9.259 -0.165
H: 2.795 1.682 -0.588
H: 3.762 1.939 -2.840
H: 2.637 3.369 -4.513
H: 0.524 4.509 -3.944
H: -0.452 4.265 -1.707
H: 3.258 3.822 0.562
H: 4.826 4.392 2.362
H: 4.167 4.114 4.729
H: 1.921 3.266 5.294
H: 0.357 2.623 3.495

Löwdin atomic charge list, values in e, 4 entries: Co 0.49; O -0.11; C -0.44; O -0.10